[1]
Computed, not measured: a molecular structure, C41H58AsN2PPdS2Si, with wB97M-V/def2-TZVPD.

Geometry as ORCA input:
```
! RIJCOSX wB97M-V def2-TZVPD def2/J DEFGRID3
* xyz 0 1
Pd 0.45 -0.31 -0.37
C 2.75 6.57 0.47
C 1.88 6.34 -0.78
C 0.66 7.25 -0.72
C 2.69 6.68 -2.04
C 1.51 4.86 -0.81
C 2.50 3.89 -0.96
C 2.15 2.56 -0.96
N 0.91 2.11 -0.83
C -0.06 3.02 -0.72
C 0.21 4.39 -0.69
C -1.44 2.50 -0.72
C -2.55 3.33 -0.58
C -3.84 2.82 -0.68
C -3.94 1.44 -0.87
C -2.78 0.69 -0.99
N -1.56 1.19 -0.94
C -5.03 3.76 -0.66
C -4.95 4.65 -1.91
C -6.36 3.02 -0.67
C -4.99 4.64 0.60
H 3.06 7.61 0.52
H 3.64 5.95 0.46
H 2.19 6.34 1.37
H 0.98 8.29 -0.73
H 0.09 7.09 0.20
H 0.01 7.09 -1.57
H 2.94 7.74 -2.05
H 2.10 6.46 -2.93
H 3.61 6.11 -2.10
H 3.54 4.16 -1.08
H 2.91 1.79 -1.10
H -0.60 5.08 -0.58
H -2.41 4.38 -0.41
H -4.89 0.95 -0.94
H -2.84 -0.38 -1.17
H -4.97 4.03 -2.81
H -4.04 5.24 -1.93
H -5.80 5.33 -1.94
H -6.49 2.44 -1.58
H -7.18 3.74 -0.62
H -6.45 2.35 0.19
H -4.11 5.28 0.63
H -4.98 4.02 1.50
H -5.87 5.28 0.63
C 3.51 -5.55 -1.40
Si 1.69 -5.71 -0.80
C 0.76 -7.08 -1.75
C 1.71 -6.21 1.04
C 0.86 -4.10 -1.17
C 0.50 -3.02 -1.63
H 3.98 -6.53 -1.50
H 4.09 -4.97 -0.69
H 3.56 -5.06 -2.36
H 1.22 -8.05 -1.61
H 0.73 -6.88 -2.82
H -0.27 -7.14 -1.40
H 2.19 -7.17 1.17
H 0.71 -6.29 1.43
H 2.25 -5.49 1.65
S -0.52 -0.09 1.92
P -1.23 -1.71 0.93
S 0.00 -1.62 -2.35
C -3.03 -1.80 1.34
C -3.48 -1.52 2.62
C -4.79 -1.81 2.96
C -5.65 -2.37 2.03
C -5.21 -2.61 0.74
C -3.90 -2.34 0.40
C -0.92 -3.22 1.95
C -0.19 -3.21 3.13
C -0.10 -4.37 3.88
C -0.76 -5.52 3.48
C -1.47 -5.53 2.29
C -1.52 -4.39 1.51
H -2.80 -1.11 3.35
H -5.14 -1.62 3.97
H -6.67 -2.60 2.31
H -5.88 -3.05 0.02
H -3.54 -2.56 -0.60
H 0.27 -2.30 3.47
H 0.47 -4.37 4.80
H -0.69 -6.42 4.09
H -1.98 -6.43 1.98
H -2.05 -4.40 0.57
C 4.98 1.00 0.83
C 4.85 0.14 -0.42
As 3.09 -0.82 -0.62
C 3.39 -2.23 0.72
C 2.83 -1.76 2.05
C 3.52 -1.80 -2.30
C 4.95 -2.29 -2.46
H 5.82 1.68 0.75
H 5.15 0.37 1.70
H 4.08 1.58 1.01
H 5.64 -0.62 -0.44
H 4.99 0.76 -1.32
H 4.45 -2.48 0.80
H 2.85 -3.12 0.39
H 3.36 -0.88 2.42
H 2.88 -2.54 2.82
H 1.79 -1.47 1.90
H 3.24 -1.15 -3.14
H 2.84 -2.65 -2.30
H 5.65 -1.46 -2.60
H 5.03 -2.95 -3.32
H 5.26 -2.85 -1.57
*
```

Output
E_HOMO (alpha / beta) ... -7.07 / -7.07 eV
Energy above the lowest of the compared OMol25 structures with the same formula, charge and spin ... 38.6 kcal/mol
Gap between HOMO and LUMO (alpha / beta) ... 6.10 / 6.20 eV
E_LUMO (alpha / beta) ... -0.964 / -0.870 eV

Here are the Mulliken charges for atoms 1 to 8, given in e: -0.74, -1.58, 2.06, -2.15, -1.64, 0.58, -0.68, -1.18

---

[2]
Computed, not measured: a molecular structure, C41H58BF10MgN6P2, with wB97M-V/def2-TZVPD.

Geometry as ORCA input:
```
! RIJCOSX wB97M-V def2-TZVPD def2/J DEFGRID3
* xyz -1 1
Mg 1.36 0.22 -1.00
C -0.40 -2.14 5.13
C -0.55 -0.75 4.45
C -1.85 -0.77 3.64
C -0.71 0.32 5.52
P 0.75 -0.19 3.20
C 1.27 -1.81 2.34
N 0.37 -2.23 1.26
B 0.11 -1.49 0.00
N -0.95 -2.32 -0.54
C -1.60 -2.07 -1.85
P -2.19 -0.30 -2.04
C -3.67 -0.25 -0.80
C -4.55 0.93 -1.19
C -4.49 -1.51 -0.62
C -3.01 0.12 0.53
C -2.80 -0.42 -3.84
C -4.09 -1.24 -4.14
C -2.97 1.00 -4.39
C -1.63 -0.99 -4.69
C -1.23 -3.44 0.22
C -2.02 -4.53 -0.04
C -2.18 -5.53 0.97
C -1.40 -5.46 2.09
C -0.48 -4.42 2.29
C -0.43 -3.37 1.37
C 2.36 0.30 4.10
C 2.82 -0.69 5.16
C 2.14 1.71 4.68
C 3.40 0.41 2.98
H -1.23 -2.23 5.83
H 0.54 -2.19 5.66
H -0.49 -2.99 4.40
H -2.70 -0.98 4.32
H -1.92 -1.52 2.86
H -1.99 0.22 3.13
H -1.66 0.19 6.03
H -0.74 1.32 5.09
H 0.03 0.26 6.32
H 1.36 -2.60 3.06
H 2.23 -1.61 1.86
H -2.47 -2.78 -1.91
H -0.89 -2.27 -2.65
H -4.99 0.79 -2.18
H -3.98 1.84 -1.20
H -5.37 1.08 -0.46
H -4.84 -1.85 -1.61
H -5.36 -1.33 -0.01
H -3.90 -2.30 -0.16
H -2.48 1.07 0.48
H -2.27 -0.66 0.79
H -3.76 0.17 1.32
H -4.97 -0.75 -3.71
H -3.98 -2.23 -3.73
H -4.27 -1.35 -5.22
H -3.67 1.59 -3.78
H -3.39 0.98 -5.38
H -2.02 1.52 -4.40
H -1.58 -2.07 -4.54
H -0.68 -0.55 -4.46
H -1.83 -0.81 -5.75
H -2.61 -4.66 -0.95
H -2.88 -6.36 0.74
H -1.42 -6.20 2.88
H 0.16 -4.46 3.15
H 2.12 -0.67 5.99
H 3.79 -0.40 5.51
H 2.83 -1.70 4.74
H 1.39 1.70 5.48
H 1.84 2.38 3.86
H 3.08 2.07 5.10
H 3.76 -0.60 2.79
H 4.25 1.00 3.27
H 2.99 0.73 2.02
C 3.29 -2.27 -1.17
N 3.36 -0.83 -1.31
C 3.73 -0.45 -2.64
C 2.58 -0.50 -3.64
N 1.53 0.39 -3.14
C 1.15 1.41 -3.96
C 1.15 1.46 -5.39
F 1.36 0.33 -6.07
C 0.75 2.52 -6.15
F 0.79 2.46 -7.51
C 0.34 3.69 -5.54
F 0.00 4.76 -6.29
C 0.19 3.66 -4.16
F -0.38 4.74 -3.58
C 0.58 2.57 -3.42
F 0.42 2.69 -2.06
C 4.28 -0.24 -0.32
C 4.06 1.27 -0.19
N 2.65 1.55 -0.06
C 2.23 2.60 0.65
C 2.99 3.67 1.18
F 4.28 3.85 0.85
C 2.44 4.65 2.02
F 3.25 5.56 2.57
C 1.11 4.67 2.35
F 0.57 5.61 3.19
C 0.32 3.67 1.79
F -0.98 3.63 2.08
C 0.88 2.73 0.97
F 0.00 1.82 0.44
H 4.27 -2.75 -1.27
H 2.86 -2.51 -0.20
H 2.58 -2.61 -1.92
H 4.03 0.61 -2.60
H 4.55 -1.06 -3.01
H 2.99 -0.18 -4.55
H 2.19 -1.52 -3.71
H 4.06 -0.76 0.60
H 5.32 -0.46 -0.56
H 4.61 1.58 0.68
H 4.52 1.75 -1.04
N -2.36 4.00 -0.81
H -2.20 4.69 -1.51
H -2.07 4.35 0.10
H -1.68 3.29 -1.01
*
```

Output
E_HOMO ... -4.76 eV
Gap between HOMO and LUMO ... 7.00 eV
E_LUMO ... 2.242 eV

Here are the Mulliken charges for atoms 1 to 8, given in e: 0.67, -1.93, 2.62, -1.91, -2.32, 0.65, -0.97, 0.33

---

[3]
Computed, not measured: 11 unconnected molecules or ions with the total composition C41H58N9O2S, with wB97M-V/def2-TZVPD.

Geometry as ORCA input:
```
! RIJCOSX wB97M-V def2-TZVPD def2/J DEFGRID3
* xyz -1 1
C -0.78 -0.76 -0.77
C 0.40 -0.19 0.02
C 1.57 0.29 -0.89
O 0.00 0.73 0.98
H -1.27 -0.02 -1.41
H -1.53 -1.00 -0.01
H -0.51 -1.59 -1.42
H 0.87 -1.05 0.55
H 1.51 -0.01 -1.94
H 2.50 -0.15 -0.52
H 1.70 1.37 -0.75
C -0.98 2.75 -3.88
S -2.67 3.31 -3.61
O -3.54 2.67 -4.63
C -2.86 2.47 -2.04
H -1.07 1.74 -4.30
H -0.41 2.83 -2.96
H -0.46 3.25 -4.70
H -3.58 2.93 -1.37
H -1.89 2.40 -1.55
H -3.17 1.43 -2.16
N -0.90 -2.55 2.08
C -2.04 -2.69 2.83
C -2.01 -3.88 3.51
C -0.69 -4.41 3.27
C -0.03 -3.58 2.42
H -0.66 -1.66 1.67
H -2.88 -2.04 2.60
H -2.84 -4.28 4.05
H -0.35 -5.32 3.74
H 0.96 -3.55 2.00
N -2.77 0.61 1.90
C -3.42 0.55 3.10
C -4.76 0.47 2.87
C -4.92 0.34 1.46
C -3.68 0.50 0.90
H -1.77 0.77 1.81
H -2.89 0.69 4.03
H -5.55 0.48 3.61
H -5.87 0.22 0.97
H -3.43 0.56 -0.14
N 1.56 -0.41 3.69
C 1.06 -1.24 4.66
C 2.08 -1.48 5.56
C 3.20 -0.73 5.12
C 2.87 -0.12 3.94
H 1.01 -0.06 2.92
H 0.00 -1.41 4.67
H 2.08 -2.12 6.42
H 4.19 -0.77 5.54
H 3.49 0.43 3.25
N -5.03 -2.29 -0.74
C -4.16 -3.26 -0.29
C -4.82 -4.45 -0.36
C -6.12 -4.22 -0.88
C -6.21 -2.86 -1.09
H -4.82 -1.34 -0.95
H -3.15 -3.03 0.00
H -4.36 -5.40 -0.11
H -6.91 -4.92 -1.06
H -7.04 -2.25 -1.41
N 2.43 2.20 1.64
C 3.63 2.34 0.98
C 4.25 3.43 1.57
C 3.34 4.06 2.44
C 2.23 3.22 2.50
H 1.67 1.55 1.37
H 3.97 1.65 0.22
H 5.26 3.71 1.31
H 3.45 5.00 2.95
H 1.28 3.40 2.96
N 2.88 1.95 -3.54
C 3.29 3.25 -3.53
C 3.43 3.67 -4.83
C 3.09 2.56 -5.66
C 2.79 1.51 -4.83
H 2.54 1.42 -2.75
H 3.43 3.82 -2.62
H 3.72 4.66 -5.11
H 3.08 2.63 -6.73
H 2.45 0.52 -5.06
N -1.28 3.37 0.82
C -0.41 4.38 0.58
C -1.03 5.58 0.78
C -2.38 5.28 1.09
C -2.50 3.92 1.18
H -1.03 2.37 0.75
H 0.64 4.28 0.35
H -0.59 6.55 0.68
H -3.22 5.96 1.23
H -3.32 3.23 1.26
N 3.99 -2.77 2.27
C 5.11 -3.55 2.38
C 5.84 -3.38 1.24
C 5.15 -2.46 0.41
C 3.96 -2.20 1.04
H 3.20 -2.82 2.91
H 5.20 -4.28 3.16
H 6.82 -3.77 1.03
H 5.35 -2.12 -0.59
H 3.12 -1.57 0.79
N 1.23 -2.90 -5.19
C 0.49 -3.63 -4.29
C -0.54 -2.81 -3.91
C -0.47 -1.61 -4.62
C 0.64 -1.69 -5.44
H 2.14 -3.14 -5.54
H 0.84 -4.58 -3.94
H -1.24 -3.06 -3.12
H -1.14 -0.77 -4.55
H 0.96 -1.05 -6.24
*
```

Output
E_HOMO ... -5.77 eV
Energy above the lowest of the compared OMol25 structures with the same formula, charge and spin ... 25.8 kcal/mol
Gap between HOMO and LUMO ... 8.04 eV
E_LUMO ... 2.266 eV

Here are the Mulliken charges for atoms 1 to 8, given in e: -0.04, 1.57, -1.60, -0.32, -0.18, -0.61, 0.17, -0.48

---

[4]
Computed, not measured: a molecular structure, C41H59BF5N8O6P2S, with wB97M-V/def2-TZVPD.

Geometry as ORCA input:
```
! RIJCOSX wB97M-V def2-TZVPD def2/J DEFGRID3
* xyz 1 1
C 6.97 -1.67 1.30
C 6.53 -1.79 2.76
C 5.05 -1.40 3.01
C 4.09 -1.80 1.86
C 2.69 -2.21 2.43
C 1.61 -1.83 1.39
N 0.13 -1.58 1.78
C -0.19 -2.46 2.91
F -1.53 -2.51 3.19
F 0.31 -2.02 4.07
C 0.19 -3.95 2.83
C 0.99 -4.51 3.81
C 1.32 -5.83 3.82
C 0.86 -6.71 2.85
C 0.03 -6.17 1.89
C -0.52 -7.08 0.80
F -1.85 -7.15 0.78
F -0.10 -6.60 -0.40
F 0.01 -8.30 0.90
C -0.28 -4.85 1.91
C -0.63 -1.99 0.50
C -2.16 -1.88 0.51
C -2.97 -3.17 0.15
O -2.33 -4.01 -0.79
C -3.55 -3.94 1.39
N -4.93 -4.42 1.10
C -0.06 -1.28 -0.77
C -0.89 -1.59 -2.04
N 0.28 0.12 -0.60
N 1.19 0.71 -1.43
C 2.53 0.12 -1.54
C 3.72 0.74 -0.81
O 2.73 -0.85 -2.24
C 0.79 1.33 -2.65
C 1.87 2.21 -3.29
O -0.28 1.23 -3.19
C -0.12 0.79 0.64
S 0.96 2.34 0.59
B -1.54 1.55 0.26
O -2.18 1.17 -0.89
O -2.13 2.65 0.85
C -0.03 -0.07 1.99
P -1.52 0.49 3.05
N -1.54 0.02 4.53
P 1.31 0.70 3.13
O 2.71 0.72 2.64
H 6.55 -2.46 0.67
H 8.06 -1.76 1.21
H 6.68 -0.72 0.83
H 7.16 -1.13 3.36
H 6.67 -2.81 3.13
H 4.71 -1.76 3.99
H 5.02 -0.30 3.05
H 4.03 -0.94 1.20
H 4.53 -2.64 1.31
H 2.64 -1.75 3.41
H 2.79 -3.29 2.48
H 1.68 -2.63 0.65
H 2.02 -0.95 0.89
H 1.41 -3.92 4.62
H 1.97 -6.23 4.59
H 1.17 -7.74 2.90
H -0.96 -4.52 1.13
H -0.39 -3.02 0.24
H -2.63 -1.59 1.45
H -2.57 -1.11 -0.15
H -3.89 -2.82 -0.34
H -2.58 -4.92 -0.61
H -3.68 -3.28 2.24
H -2.99 -4.85 1.62
H -5.51 -3.59 1.08
H -4.97 -4.83 0.17
H 0.84 -1.83 -1.05
H -1.83 -1.05 -2.09
H -0.27 -1.20 -2.85
H -0.95 -2.66 -2.23
H 3.50 1.06 0.20
H 4.12 1.56 -1.42
H 4.51 -0.01 -0.79
H 2.46 2.68 -2.50
H 2.54 1.60 -3.90
H 1.37 3.00 -3.85
H 0.47 3.13 1.57
H -2.30 1.96 -1.45
H -1.56 3.17 1.42
H -2.76 0.23 2.43
H -1.34 1.89 3.12
H -1.44 0.78 5.19
H 1.28 0.08 4.40
H 0.87 2.00 3.44
N -4.08 3.42 -2.79
C -3.33 3.53 -3.88
C -3.81 3.30 -5.17
C -5.13 2.92 -5.32
C -5.92 2.79 -4.19
C -5.35 3.05 -2.95
H -2.30 3.83 -3.72
H -3.15 3.41 -6.02
H -5.53 2.72 -6.30
H -6.96 2.49 -4.27
H -5.94 2.96 -2.05
N -8.04 5.97 -6.15
C -9.16 6.61 -5.81
C -9.32 7.32 -4.63
C -8.25 7.35 -3.74
C -7.08 6.69 -4.07
C -7.03 6.02 -5.29
H -9.97 6.55 -6.53
H -10.25 7.82 -4.40
H -8.33 7.89 -2.80
H -6.23 6.69 -3.41
H -6.14 5.49 -5.59
N 5.83 2.39 0.47
C 5.62 3.52 1.16
C 6.63 4.40 1.51
C 7.93 4.10 1.13
C 8.17 2.93 0.42
C 7.09 2.12 0.11
H 4.59 3.71 1.44
H 6.41 5.30 2.06
H 8.75 4.76 1.38
H 9.16 2.66 0.10
H 7.22 1.20 -0.45
*
```

Output
E_HOMO ... -10.85 eV
Energy above the lowest of the compared OMol25 structures with the same formula, charge and spin ... 53.6 kcal/mol
Gap between HOMO and LUMO ... 8.26 eV
E_LUMO ... -2.589 eV

Here are the Mulliken charges for atoms 1 to 8, given in e: -0.90, -0.58, -0.89, 0.08, -1.21, -0.58, 1.51, 1.31